Record 1
Formula: C3H4NOP
Source: OMol25
Level of theory: ωB97M-V/def2-TZVPD

```
! wB97M-V def2-TZVPD RIJCOSX def2/J DEFGRID3
* xyz 0 1
C -0.203 -0.123 -0.576
C -0.685 -2.292 0.434
C -1.058 1.074 -0.322
N -0.810 -1.185 -0.031
O -3.368 0.508 1.020
P -2.772 0.342 -0.317
H 0.464 -0.452 -1.393
H -1.611 -2.963 0.333
H -0.829 1.433 0.672
H -1.179 1.826 -1.081
*
```

Values from the calculation:
Gap between HOMO and LUMO (alpha / beta) = 7.51 / 7.52 eV
Energy = -15998.2224 eV

---

Record 2
Formula: C29H52CaIN3OSSi3Te
Source: OMol25
Level of theory: ωB97M-V/def2-TZVPD

```
! wB97M-V def2-TZVPD RIJCOSX def2/J DEFGRID3
* xyz 0 1
Ca 0.501 -0.661 0.686
N 1.473 1.662 0.317
C 1.283 2.371 -0.977
C 2.564 2.460 -1.792
C 3.212 1.116 -2.091
N 2.303 0.228 -2.820
H 1.051 2.206 1.061
H 2.466 1.595 0.521
H 0.904 3.376 -0.793
H 0.532 1.835 -1.551
H 3.294 3.089 -1.272
H 2.319 2.967 -2.731
H 3.469 0.618 -1.157
H 4.153 1.289 -2.622
H 2.568 -0.741 -2.663
H 2.357 0.401 -3.817
C 1.457 -1.468 4.112
O 0.574 -0.937 3.132
Si -0.767 0.070 3.491
C -1.542 -0.398 5.128
C -0.018 1.758 3.856
C -1.689 -0.120 1.954
Si -2.738 1.270 1.391
C -1.750 2.820 0.947
C -3.990 1.838 2.678
C -3.658 0.876 -0.203
Si -2.474 -1.784 1.846
C -1.631 -3.147 2.848
C -2.345 -2.510 0.102
C -4.301 -1.855 2.288
H 0.896 -2.008 4.879
H 2.043 -0.678 4.590
H 2.142 -2.157 3.622
H -0.830 -0.395 5.957
H -2.063 -1.353 5.117
H -2.289 0.374 5.340
H 0.581 1.700 4.769
H -0.790 2.513 4.021
H 0.640 2.119 3.062
H -2.426 3.671 0.831
H -1.236 2.683 -0.008
H -1.012 3.088 1.705
H -3.473 2.260 3.545
H -4.606 1.009 3.032
H -4.653 2.610 2.279
H -2.926 0.666 -0.989
H -4.262 1.726 -0.530
H -4.319 0.011 -0.114
H -0.618 -3.339 2.483
H -2.206 -4.069 2.717
H -1.561 -2.953 3.916
H -1.306 -2.686 -0.209
H -2.813 -1.859 -0.635
H -2.844 -3.481 0.059
H -4.444 -1.638 3.350
H -4.693 -2.857 2.094
H -4.901 -1.141 1.721
I 5.150 -1.620 3.402
C 3.982 -0.373 1.920
H 4.623 0.501 1.853
H 3.064 -0.175 2.470
C -0.616 0.928 -3.988
Te -0.534 -0.831 -2.771
C -2.613 -1.050 -3.282
C -2.973 0.093 -4.195
C -4.268 0.216 -4.699
C -4.606 1.271 -5.526
C -3.648 2.224 -5.859
C -2.363 2.108 -5.362
C -2.017 1.045 -4.527
H 0.109 0.818 -4.792
H -0.342 1.804 -3.406
H -3.232 -1.037 -2.389
H -2.752 -2.012 -3.775
H -5.012 -0.525 -4.433
H -5.614 1.357 -5.910
H -3.907 3.053 -6.505
H -1.615 2.848 -5.619
S 2.775 -2.640 -1.030
C 2.649 -2.023 0.667
N 3.731 -0.984 0.704
C 4.815 -1.290 -0.153
C 6.099 -0.775 -0.078
C 7.025 -1.132 -1.056
C 6.676 -1.988 -2.084
C 5.390 -2.517 -2.150
C 4.471 -2.168 -1.180
H 2.993 -2.839 1.322
H 6.398 -0.125 0.733
H 8.033 -0.742 -0.997
H 7.408 -2.259 -2.834
H 5.112 -3.200 -2.943
*
```

Values from the calculation:
Gap between HOMO and LUMO = 7.28 eV
Energy = -105740.7178 eV

---

So what do the calculations give for ΔE to the lowest compared entry with this formula, charge and spin? Going down the list: 64.36 1.82 kcal per mole.